1.
Density functional theory data (ωB97M-V with the def2-TZVPD basis set) for C8H8N2NdO4 as an isolated structure.

The charge is +3. The calculation puts the gap between HOMO and LUMO (spin up / spin down) at 5.933 / 6.089 eV. For the strongest force on any atom, the calculation gives 9.18 eV/Å. The spin multiplicity is 4. As for the energy relative to the best compared isomer or geometry (same formula, charge and spin): 406.92 kJ/mol. The lowest unoccupied orbital energy (spin up / spin down) comes out at -0.5386 / -0.5331 hartree.

Geometry (Å):
Nd1 0.1662 -0.2082 -1.6980
C1 0.2896 -2.4546 -1.6406
O1 0.3508 -3.5620 -1.4075
C2 0.2428 -0.7868 -4.1506
O2 0.2866 -1.0787 -5.2641
C3 2.4056 -0.1888 -2.0506
O3 3.5472 -0.1728 -1.9865
C4 -2.0567 -0.4629 -2.1621
O4 -3.1938 -0.5760 -2.1299
H1 0.0427 1.8069 -2.0410
H2 0.0831 1.4999 -2.9186
C5 -0.0440 -0.1045 3.8288
N1 -0.1438 0.3364 2.4658
C6 -0.4672 1.6147 2.0733
C7 -0.4467 1.6410 0.6849
N2 -0.1180 0.3843 0.3408
C8 0.0747 -0.4295 1.3878
H3 0.7210 0.4798 4.3680
H4 -1.0045 0.0388 4.3520
H5 0.2283 -1.1695 3.8809
H6 -0.6849 2.4338 2.7320
H7 -0.6345 2.4498 -0.0129
H8 0.3556 -1.4912 1.3481


2.
Density functional theory data (ωB97M-V with the def2-TZVPD basis set) for C15H11AuNO6 as an isolated structure.

The charge is -1. The calculation puts the gap between HOMO and LUMO (spin up / spin down) at 6.310 / 6.309 eV. For the strongest force on any atom, the calculation gives 17.18 eV/Å. The lowest unoccupied orbital energy (spin up / spin down) comes out at 0.0662 / 0.0662 hartree.

Geometry (Å):
Au1 1.8259 -0.7293 0.0000
C1 3.2348 3.2922 0.0000
C2 2.1835 2.2189 0.0000
O1 2.4747 1.0228 0.0000
C3 0.7439 2.6023 0.0000
C4 0.3148 3.9408 0.0000
C5 -1.0468 4.2279 0.0000
C6 -1.9626 3.1826 0.0000
C7 -1.5139 1.8547 0.0000
C8 -0.1507 1.5101 0.0000
O2 0.2734 0.3056 0.0000
H1 4.2247 2.8254 0.0000
H2 3.1494 3.9061 0.9003
H3 3.1494 3.9061 -0.9003
H4 1.0258 4.7572 0.0000
H5 -1.3916 5.2559 0.0000
H6 -3.0288 3.3824 0.0000
H7 -2.2464 1.0484 0.0000
O3 -4.4094 -3.8095 0.0000
C9 -3.2786 -4.4010 0.0000
O4 -3.1178 -5.6626 0.0000
C10 -2.0453 -3.5240 0.0000
C11 -2.1717 -2.1278 0.0000
C12 -1.0298 -1.3391 0.0000
N1 0.2271 -1.8218 0.0000
C13 0.3371 -3.1758 0.0000
C14 -0.7458 -4.0547 0.0000
C15 1.7613 -3.5522 0.0000
O5 2.1502 -4.7618 0.0000
O6 2.4583 -2.4937 0.0000
H8 -3.1558 -1.6710 0.0000
H9 -1.1024 -0.2578 0.0000
H10 -0.5790 -5.1279 0.0000
H11 3.4415 -0.7293 0.0000


3.
Density functional theory data (ωB97M-V with the def2-TZVPD basis set) for a 2-piece molecular cluster, C10H17BF2N overall.

The charge is -1. The calculation puts the gap between HOMO and LUMO at 7.840 eV. For the strongest force on any atom, the calculation gives 0.13 eV/Å. The lowest unoccupied orbital energy comes out at 0.1158 hartree.

Geometry (Å):
C1 3.6572 1.3396 1.4877
C2 2.2965 1.9258 1.9062
C3 1.1075 1.0339 1.6278
F1 1.1267 0.7896 0.1864
B1 -0.3325 1.5928 2.1305
C4 -1.5657 0.8682 1.3432
N1 -2.8381 0.9435 2.1059
H1 3.5147 0.4060 0.9390
H2 4.2990 1.1282 2.3463
H3 4.2136 2.0116 0.8309
H4 2.2746 2.1288 2.9798
H5 2.1215 2.8850 1.4136
H6 1.3152 0.0380 2.0488
H7 -0.3762 2.8242 1.9620
H8 -0.4063 1.3528 3.3412
H9 -1.3610 -0.1958 1.1543
H10 -1.6779 1.3295 0.3482
H11 -2.9201 1.8788 2.4941
H12 -3.6359 0.8179 1.4895
F2 -1.6756 -1.0022 -5.0123
C5 -1.2817 -1.5515 -3.8344
C6 -1.6302 -2.8610 -3.5749
C7 -1.2263 -3.4161 -2.3674
C8 -0.4921 -2.6665 -1.4593
C9 -0.1548 -1.3500 -1.7486
C10 -0.5554 -0.7814 -2.9506
H13 -2.2057 -3.4199 -4.3004
H14 -1.4939 -4.4399 -2.1374
H15 -0.1892 -3.1007 -0.5157
H16 0.4088 -0.7542 -1.0413
H17 -0.3168 0.2451 -3.1932